[1]
Below is a molecular structure, C15H48BMgO15S4 at a distorted geometry, with properties calculated with ωB97M-V/def2-TZVPD.

Each line ends with the Mulliken charge.
CARTESIAN COORDINATES (ANGSTROEM)
Mg 2.5009 -2.1047 -1.3038  1.328
B 0.4428 0.0560 0.2564  0.407
H 1.3444 -0.0530 0.8390  -0.212
H 0.1226 -0.9530 0.0477  -0.298
H -0.3177 0.6410 0.7500  -0.023
H 0.7801 0.5444 -0.6447  -0.215
O 7.8853 2.9275 -2.5658  -0.566
S 7.3881 2.4347 -1.2730  1.058
O 6.5308 1.2360 -1.1760  -0.584
O 8.6316 2.3257 -0.1484  -0.306
C 9.8301 3.0690 -0.3398  -0.320
C 10.9068 2.0982 -0.7613  -1.010
C 6.5001 3.7747 -0.4196  -0.887
H 10.1562 3.5891 0.5609  0.365
H 9.7686 3.8649 -1.0821  0.344
H 10.6572 1.5612 -1.6763  0.282
H 10.9981 1.4708 0.1254  0.277
H 11.7932 2.7175 -0.8987  0.342
H 5.4983 3.8525 -0.8421  0.376
H 7.0313 4.7030 -0.6298  0.311
H 6.4486 3.5070 0.6357  0.316
O 2.0797 0.4919 -5.3527  -0.597
S 1.9920 1.5222 -6.4148  1.128
O 0.7485 1.6057 -7.2109  -0.575
O 2.2367 3.0258 -5.6643  -0.297
C 2.3347 4.1426 -6.5225  -0.230
C 0.9497 4.5521 -6.8378  -1.057
C 3.4871 1.5007 -7.5061  -0.963
H 3.0383 4.0224 -7.3463  0.273
H 2.7948 4.9461 -5.9474  0.283
H 0.9638 5.5809 -7.1974  0.387
H 0.2685 4.5647 -5.9870  0.274
H 0.5399 3.9421 -7.6428  0.306
H 3.1831 1.9673 -8.4431  0.342
H 3.7722 0.4881 -7.7916  0.376
H 4.2924 2.0005 -6.9678  0.345
O -2.2212 -5.2526 6.8548  -0.592
S -3.6000 -4.8671 6.6259  1.146
O -4.4516 -5.6506 5.7767  -0.572
O -4.3626 -4.7294 8.1346  -0.332
C -5.7566 -4.4137 8.1115  -0.202
C -6.5568 -5.6219 8.5771  -1.158
C -3.7727 -3.0495 6.0678  -0.835
H -6.1267 -4.1121 7.1316  0.270
H -5.9366 -3.5564 8.7600  0.375
H -6.3596 -6.3830 7.8221  0.285
H -7.6096 -5.3818 8.7262  0.349
H -6.2130 -6.0322 9.5266  0.299
H -4.8526 -2.9278 5.9828  0.314
H -3.2053 -3.0214 5.1376  0.349
H -3.2806 -2.4271 6.8151  0.304
O -7.2897 2.4240 1.1132  -0.586
S -7.6264 1.7028 -0.1338  1.077
O -9.0803 1.5070 -0.4418  -0.569
O -6.8043 2.5302 -1.3644  -0.347
C -7.1630 2.0884 -2.6684  -0.353
C -5.9877 1.8977 -3.5674  -1.050
C -6.6847 0.0750 -0.2572  -0.778
H -7.6572 2.9913 -3.0268  0.312
H -7.8531 1.2448 -2.6794  0.460
H -5.4330 0.9936 -3.3165  0.277
H -5.3928 2.8067 -3.4794  0.286
H -6.3326 1.7894 -4.5957  0.344
H -7.0622 -0.6765 0.4363  0.348
H -5.6542 0.3290 -0.0087  0.297
H -6.7372 -0.2910 -1.2825  0.283
C 3.6255 -5.4898 2.4702  -0.526
O 3.7096 -4.1702 2.0003  -0.492
H 4.0576 -6.1684 1.7348  0.213
H 4.1081 -5.5277 3.4469  0.266
H 2.6056 -5.8382 2.6335  0.226
H 4.2958 -3.6851 2.5857  0.321
C -1.3221 3.8587 4.9207  -0.447
O -0.0847 3.5480 4.2684  -0.499
H -1.0439 4.4567 5.7886  0.206
H -2.0288 4.3370 4.2427  0.219
H -1.7235 2.9286 5.3230  0.231
H -0.1136 2.7240 3.7767  0.292
C -1.4282 -4.9098 -2.4839  -0.537
O -0.0296 -4.9274 -2.1873  -0.502
H -1.5603 -5.5245 -3.3744  0.259
H -1.9424 -5.4286 -1.6749  0.261
H -1.8391 -3.9256 -2.7089  0.230
H 0.1994 -5.8593 -2.1612  0.298

Forces on atoms 1 to 3 (eV/Å):
-1.83 1.30 1.11
2.70 -0.77 -0.68
3.43 -0.34 2.62

* Kohn-Sham gap: 0.1169 hartree
* DFT total energy: -3545.88527 a.u.
* total charge: +1
* F_max: 5.54 eV/Å
* LUMO: -8.451 eV



[2]
Below is 10 unconnected molecules or ions with the total composition C15H49N12O13 at a distorted geometry, with properties calculated with ωB97M-V/def2-TZVPD.

Each line ends with the Mulliken charge.
CARTESIAN COORDINATES (ANGSTROEM)
C -0.3272 0.2963 1.8292  -1.005
C -0.6642 0.6651 0.3796  3.091
C -0.2278 -0.5221 -0.5362  -0.979
O -1.8177 1.3082 0.0915  -1.109
H 0.7081 0.6092 2.0344  0.083
H -0.5026 -0.7472 2.0939  0.039
H -0.8500 0.9584 2.5248  0.109
H 0.1909 1.3363 0.0497  -1.366
H -0.5176 -1.5072 -0.1279  -0.166
H 0.8667 -0.6029 -0.5715  -0.207
H -0.6017 -0.5177 -1.5633  0.347
C 4.0887 -0.6567 0.6708  -0.445
C 3.7758 0.4324 -0.3169  1.385
O 4.6875 1.5214 -0.2390  -0.570
O 5.3656 -1.2500 0.4480  -0.581
H 3.3346 -1.4561 0.6279  0.231
H 3.9654 -0.3891 1.7223  0.269
H 2.7669 0.8267 -0.1787  -0.553
H 3.6705 0.0869 -1.3517  -0.263
H 5.4894 1.3374 -0.7349  0.278
H 5.2595 -1.9704 -0.1768  0.322
C 3.5533 4.2234 3.3157  -0.624
C 3.3579 3.0751 2.3583  0.371
O 3.4909 3.5721 1.0340  -0.609
O 3.6070 3.8198 4.6802  -0.546
H 2.8191 5.0231 3.2340  0.205
H 4.5154 4.6826 3.0561  0.359
H 2.3626 2.6181 2.4626  -0.026
H 3.9854 2.1980 2.5536  0.150
H 4.0634 2.9674 0.5236  0.331
H 4.5045 3.7099 4.9937  0.296
C 2.6071 -1.6613 -4.2351  -0.370
C 1.1646 -2.1085 -4.2403  -0.253
O 0.3085 -1.0212 -4.5964  -0.473
O 2.9994 -1.0501 -5.4637  -0.574
H 3.2619 -2.5025 -3.9981  0.364
H 2.8266 -0.9213 -3.4596  0.135
H 0.8150 -2.4309 -3.2570  0.231
H 0.9353 -2.9558 -4.8954  0.255
H 0.6008 -0.7003 -5.4554  0.278
H 2.6164 -0.1686 -5.5033  0.346
C -4.4648 1.4461 -2.5224  0.629
O -5.2264 1.7083 -1.5985  -0.630
N -3.1238 1.3709 -2.4380  -0.136
N -4.9678 1.2351 -3.7967  -0.466
H -2.5746 1.4605 -1.5578  0.177
H -2.5914 0.9539 -3.1833  0.137
H -4.3588 1.2857 -4.5889  0.157
H -5.9588 1.1036 -3.8432  0.224
C -4.3198 -1.8033 -0.9863  0.354
O -4.6456 -0.8798 -0.2730  -0.506
N -3.0368 -2.2827 -1.0405  -0.318
N -5.2651 -2.5028 -1.7080  -0.401
H -2.6557 -2.6788 -1.8829  0.224
H -2.4088 -1.6444 -0.5642  0.216
H -5.0084 -3.2408 -2.3358  0.125
H -6.2129 -2.1877 -1.6372  0.267
C -1.3016 3.7241 2.9455  0.577
O -2.1542 2.9450 3.3251  -0.610
N -0.5932 4.4765 3.8571  -0.395
N -0.8467 3.8427 1.6645  -0.246
H 0.0687 5.1883 3.6100  0.147
H -0.8789 4.4576 4.8181  0.195
H -1.0426 3.0656 1.0296  0.196
H -0.2231 4.5829 1.4089  0.198
C -0.3915 -5.4901 2.1239  0.715
O -1.5160 -5.5165 1.6211  -0.703
N 0.4661 -4.4462 1.9297  -0.372
N 0.0095 -6.4128 3.0377  -0.564
H 1.4202 -4.6269 2.1798  0.189
H 0.1130 -3.7863 1.2543  0.218
H 0.5209 -6.1182 3.8541  0.211
H -0.6404 -7.1500 3.2508  0.252
C 1.1601 3.0531 -2.7621  0.486
O 1.3451 3.4371 -3.9087  -0.710
N 2.1642 2.7217 -1.8720  -0.046
N -0.0642 2.8821 -2.1868  -0.160
H 1.9830 2.5942 -0.8941  0.048
H 3.0570 2.4798 -2.2568  0.144
H -0.1180 2.6471 -1.2107  0.124
H -0.8376 2.8044 -2.8218  0.238
C -3.6356 -2.6381 2.7575  0.637
O -3.8827 -1.4430 2.8370  -0.577
N -4.5374 -3.4576 2.1123  -0.525
N -2.4159 -3.1911 2.9797  -0.288
H -5.1563 -2.9153 1.5312  0.265
H -4.2465 -4.3818 1.8480  0.232
H -1.6890 -2.6345 3.3840  0.216
H -2.3728 -4.1658 2.7270  0.097

Forces on atoms 1 to 3 (eV/Å):
0.14 1.11 0.60
0.73 0.90 -1.67
-0.20 -1.32 0.23

* Kohn-Sham gap: 0.2047 hartree
* DFT total energy: -2236.27425 a.u.
* total charge: -1
* F_max: 2.98 eV/Å
* LUMO: 1.583 eV